No. 1
{
  "formula": "C4H9NO",
  "method": "ωB97M-V/def2-TZVPD",
  "smiles": "C=NC(=C)C.O",
  "relative_energy_ev": 3.5296,
  "max_force_ha_per_bohr": 0.088,
  "species": ["C", "C", "C", "C", "N", "H", "H", "H", "H", "H", "H", "H", "H", "H", "O"],
  "coordinates": [[-0.146, -1.358, -0.300], [0.641, -0.099, -0.358], [2.005, -0.137, -0.554], [0.393, 2.250, -0.995], [-0.007, 1.108, -0.427], [-1.235, -1.348, -0.641], [0.332, -2.170, -0.965], [-0.164, -1.602, 0.815], [2.663, 0.631, -0.122], [2.533, -1.055, -0.903], [-0.424, 2.929, -1.108], [1.281, 2.460, -1.591], [-2.773, -1.064, 1.791], [-2.607, 0.215, 2.653], [-2.490, -0.759, 2.703]],
  "atomic_forces_ev_per_a": [[-1.26, -1.57, -0.03], [3.54, 0.42, -2.44], [-0.31, -0.98, 0.95], [-1.37, -4.21, 0.94], [-0.74, 3.89, -0.35], [1.42, 0.60, 0.39], [-0.43, 1.12, 1.52], [-0.01, -0.35, -1.50], [-0.47, 0.13, -0.95], [-0.59, 0.55, 0.81], [-0.13, 0.89, 0.40], [0.32, -0.49, 0.29], [0.53, 0.53, 1.63], [0.16, -0.89, 0.06], [-0.65, 0.36, -1.72]]
}

No. 2
{
  "formula": "C4H3CdLiO2",
  "method": "ωB97M-V/def2-TZVPD",
  "relative_energy_ev": 0.0000,
  "total_charge": 2,
  "max_force_ha_per_bohr": 0.098,
  "species": ["Cd", "O", "C", "H", "H", "C", "C", "C", "O", "Li", "H"],
  "coordinates": [[-3.038, 1.079, -1.396], [-1.421, 0.217, -1.210], [-0.707, -0.118, -0.101], [0.044, 1.875, 0.299], [-0.994, -1.076, 0.350], [1.275, 0.285, 1.161], [0.061, 0.814, 0.571], [1.603, -0.907, 0.615], [2.131, -1.681, -0.096], [-0.545, -0.976, -2.381], [1.590, 0.487, 2.187]],
  "atomic_forces_ev_per_a": [[-4.42, 2.45, -0.23], [3.43, -2.03, -0.61], [-0.26, 0.55, 1.32], [-0.40, -0.08, 0.52], [0.35, 0.27, -0.14], [-1.68, -0.41, 1.45], [1.32, -1.07, -1.51], [2.75, -1.47, -2.50], [-1.86, 1.58, 2.24], [0.36, -0.18, -0.12], [0.40, 0.40, -0.41]]
}

No. 3
{
  "formula": "C19H32FN5P",
  "method": "ωB97M-V/def2-TZVPD",
  "energy_ha": -1457.5444,
  "total_charge": 1,
  "max_force_ha_per_bohr": 0.199,
  "species": ["C", "C", "C", "C", "C", "N", "C", "N", "C", "N", "C", "C", "N", "N", "C", "C", "F", "P", "C", "C", "H", "H", "H", "H", "H", "H", "H", "H", "H", "H", "H", "H", "H", "H", "H", "H", "H", "H", "H", "H", "H", "H", "H", "H", "H", "H", "C", "C", "C", "C", "C", "C", "H", "H", "H", "H", "H", "H"],
  "coordinates": [[1.326, 0.037, -2.788], [2.588, -0.619, -1.929], [2.270, -0.834, -0.336], [1.538, -2.299, 0.006], [0.919, -3.047, -1.312], [0.538, -2.176, 1.177], [-0.555, -1.384, 0.972], [-0.951, -0.594, -0.295], [-2.220, 0.205, -0.103], [-2.524, -0.195, 1.342], [-3.771, 0.490, 1.847], [-3.862, 2.105, 1.428], [-3.018, 3.052, 1.954], [-1.640, -1.100, 1.974], [-1.940, -1.541, 3.373], [-0.931, -0.738, 4.438], [-0.361, -1.770, 5.377], [1.006, -3.051, 2.650], [2.845, -2.840, 3.110], [0.509, -4.872, 2.364], [1.628, 0.188, -3.931], [1.118, 1.109, -2.355], [0.363, -0.626, -2.794], [3.450, 0.206, -1.984], [3.057, -1.573, -2.465], [3.314, -0.785, 0.230], [1.636, 0.073, 0.048], [2.451, -2.986, 0.355], [0.548, -4.120, -0.943], [1.736, -3.276, -2.141], [-0.007, -2.532, -1.802], [-2.795, 0.899, -0.848], [-3.877, 0.492, 3.036], [-4.758, -0.001, 1.442], [-4.701, 2.408, 0.644], [-3.341, 3.959, 1.529], [-3.034, -1.386, 3.752], [-1.753, -2.720, 3.417], [0.011, -0.305, 3.851], [-1.487, 0.108, 5.034], [3.021, -3.185, 4.236], [3.447, -3.637, 2.457], [3.278, -1.761, 2.972], [0.743, -5.558, 3.282], [1.001, -5.266, 1.351], [-0.666, -4.967, 2.178], [0.212, 3.610, -4.679], [0.916, 4.746, -5.077], [1.020, 5.839, -4.217], [0.430, 5.792, -2.954], [-0.271, 4.654, -2.555], [-0.383, 3.565, -3.418], [0.128, 2.759, -5.350], [1.382, 4.780, -6.058], [1.563, 6.727, -4.531], [0.515, 6.642, -2.283], [-0.730, 4.617, -1.570], [-0.933, 2.680, -3.108]],
  "atomic_forces_ev_per_a": [[0.54, -0.06, -0.47], [0.51, 1.06, -0.52], [0.44, -0.03, -0.21], [1.66, 0.34, -1.84], [-0.42, -1.39, 0.30], [0.74, 0.29, -2.30], [-4.13, 2.85, -0.21], [-2.21, 0.57, 2.47], [5.61, -6.38, 5.66], [-1.54, 3.12, -4.44], [-1.55, 1.22, 1.91], [2.28, 2.26, 1.00], [-4.11, -3.66, -2.70], [0.69, 0.79, -3.18], [0.91, -1.07, 1.93], [1.07, -1.12, -0.28], [-1.68, 2.55, -1.83], [-1.88, 0.40, 2.70], [1.62, -1.59, -0.91], [-0.11, -1.04, -1.88], [-0.45, -0.36, 2.53], [0.20, -2.17, -0.78], [1.87, 1.38, 0.25], [-1.83, -1.81, 0.17], [-1.21, 1.98, 1.33], [-2.27, -0.24, -1.06], [1.06, -1.82, -0.78], [-2.36, 1.37, -0.41], [0.74, 2.25, -0.77], [-1.69, 0.75, 1.96], [1.92, -0.75, 1.08], [1.27, -1.57, 1.85], [0.54, -0.13, -2.66], [2.13, 0.66, 0.64], [1.66, -0.87, 1.74], [0.49, -0.91, 0.53], [1.92, -0.04, -1.45], [-0.13, 2.81, 0.03], [-2.22, -0.94, 1.33], [1.16, -1.93, -0.97], [-0.88, 0.86, -2.39], [-0.81, 1.98, 1.36], [-1.08, -2.10, 0.13], [-0.12, 1.49, -1.77], [-0.90, 0.40, 2.35], [2.53, 0.62, 0.51], [0.00, 0.10, 0.12], [-0.07, -0.01, 0.14], [-0.10, -0.16, 0.10], [0.00, -0.12, -0.12], [0.06, -0.01, -0.16], [0.14, 0.22, -0.07], [0.01, 0.13, 0.09], [-0.09, 0.00, 0.16], [-0.08, -0.14, 0.05], [-0.02, -0.13, -0.10], [0.07, 0.03, -0.13], [0.07, 0.07, -0.05]]
}